This record from OMol25 describes a molecular structure, C34H35IrN3O4Te. The level of theory is the ωB97M-V functional and the def2-TZVPD basis.

```
78
Properties=species:S:1:pos:R:3:forces:R:3:mulliken_charge:R:1
Ir 0.746 -2.511 -0.732 0.2310 0.0222 -0.5278 0.77
O 3.837 0.816 -3.512 -0.0006 -0.0088 -0.0094 -0.55
C 2.667 1.506 -3.548 0.0036 0.0109 -0.0154 1.11
C 2.603 2.790 -4.081 0.0145 0.0074 0.0035 -0.89
C 1.412 3.496 -4.076 0.0057 -0.0222 -0.0023 -0.72
C 0.269 2.934 -3.526 0.0372 0.0022 -0.0469 -0.70
C 0.334 1.659 -2.992 0.0544 -0.1022 -0.0651 0.54
C 1.518 0.925 -3.009 0.0179 0.0276 0.0093 -0.57
C 1.483 -0.435 -2.419 0.0979 -0.0206 -0.1883 0.38
O 0.733 -0.569 -1.372 0.0215 -0.1634 0.0502 -0.22
N 2.126 -1.411 -2.994 0.0062 0.0770 0.0391 -1.14
N 1.923 -2.590 -2.283 -0.0384 -0.0625 0.2734 0.42
C 2.591 -3.640 -2.644 -0.0364 -0.0414 0.0147 0.14
C 2.481 -4.935 -2.043 0.0429 0.0347 -0.0642 0.35
C 3.356 -5.935 -2.525 0.0204 0.0089 -0.0282 -0.85
C 3.317 -7.221 -2.059 -0.0138 -0.0044 0.0190 -0.67
C 2.366 -7.560 -1.083 0.0172 0.0374 -0.0264 -0.37
C 1.492 -6.619 -0.604 -0.0209 -0.0190 0.0265 -0.37
C 1.531 -5.283 -1.054 -0.1028 -0.0167 0.0708 0.68
O 0.641 -4.455 -0.540 0.0980 -0.1608 -0.0174 -0.98
H 4.533 1.365 -3.887 0.0086 0.0113 -0.0041 0.32
H 3.501 3.237 -4.495 0.0022 -0.0019 -0.0004 0.25
H 1.382 4.492 -4.500 0.0046 0.0061 -0.0009 0.40
H -0.664 3.483 -3.514 0.0303 -0.0161 -0.0040 0.36
H -0.541 1.206 -2.542 0.1594 -0.0288 -0.1945 0.34
H 3.267 -3.504 -3.482 0.0017 0.0003 -0.0044 0.44
H 4.074 -5.655 -3.287 0.0002 -0.0096 0.0005 0.34
H 4.003 -7.965 -2.439 0.0001 0.0022 -0.0023 0.40
H 2.318 -8.574 -0.706 -0.0001 -0.0008 -0.0021 0.37
H 0.750 -6.867 0.144 0.0008 0.0038 -0.0006 0.43
C 2.447 -3.198 1.955 0.0587 0.0420 -0.0100 -1.16
C 1.519 -2.009 2.039 -0.1430 0.1007 -0.0419 0.70
O 1.504 -1.297 3.036 -0.1188 -0.0149 0.0343 -0.58
N 0.706 -1.734 0.956 0.5967 -0.0806 0.3410 -0.35
Te 0.158 0.622 1.389 -0.0529 -0.0836 -0.0269 0.84
C -0.744 1.683 3.029 0.0674 0.0248 -0.0092 0.05
C -0.059 2.768 3.587 0.0391 -0.0655 0.0428 0.85
C 1.307 3.247 3.154 -0.0401 0.0027 -0.0437 -1.97
C -0.653 3.466 4.640 0.0082 -0.0099 -0.0182 -0.78
C -1.880 3.106 5.162 -0.0137 0.0039 0.0134 0.76
C -2.503 3.867 6.299 0.0007 0.0005 0.0032 -1.54
C -2.521 1.995 4.621 -0.0097 0.0027 0.0127 -0.89
C -1.972 1.272 3.575 -0.0049 0.0307 -0.0558 0.81
C -2.708 0.070 3.060 -0.0054 -0.0551 -0.0132 -1.25
C -1.360 0.984 -0.061 -0.1350 0.2549 0.0301 0.98
C -2.178 -0.011 -0.601 -0.0260 -0.0071 -0.0129 1.15
C -2.185 -1.458 -0.181 -0.2851 0.1907 0.1188 -2.32
C -3.067 0.334 -1.622 0.0645 -0.0725 0.0354 -0.97
C -3.173 1.622 -2.109 0.0039 0.1537 0.0117 0.77
C -4.122 1.964 -3.225 -0.0030 -0.0032 0.0013 -1.62
C -2.355 2.598 -1.550 -0.2177 -0.0037 0.0912 -0.82
C -1.443 2.304 -0.548 -0.1922 -0.0009 0.2321 0.52
C -0.594 3.428 -0.019 0.0085 0.0107 -0.0013 -2.21
H 2.717 -3.485 2.969 0.0183 0.0038 -0.0046 0.41
H 3.354 -2.902 1.424 -0.0154 -0.0090 -0.0449 0.29
H 1.993 -4.030 1.423 0.0000 0.0092 0.0248 0.20
H 1.797 2.584 2.447 0.0057 -0.0121 -0.0050 0.24
H 1.956 3.343 4.025 -0.0136 -0.0090 -0.0062 0.50
H 1.235 4.234 2.692 -0.0043 0.0154 -0.0291 0.35
H -0.121 4.311 5.066 -0.0018 -0.0003 -0.0042 0.35
H -1.890 4.720 6.587 -0.0012 -0.0001 0.0000 0.36
H -2.624 3.226 7.174 -0.0018 0.0011 -0.0002 0.34
H -3.493 4.236 6.026 0.0010 0.0002 -0.0001 0.34
H -3.473 1.678 5.033 0.0028 0.0000 0.0052 0.37
H -3.535 -0.186 3.721 0.0067 -0.0040 -0.0073 0.43
H -2.045 -0.794 2.990 -0.0074 -0.0147 -0.0165 0.22
H -3.116 0.261 2.067 -0.0143 -0.0245 -0.0963 0.14
H -1.542 -1.656 0.667 -0.1609 0.0424 0.0835 0.20
H -1.845 -2.093 -1.003 -0.0791 0.0398 -0.0012 0.38
H -3.203 -1.762 0.069 -0.0232 -0.0124 0.0146 0.63
H -3.694 -0.446 -2.041 -0.0043 -0.0014 0.0045 0.41
H -4.840 1.163 -3.392 0.0014 0.0003 -0.0030 0.39
H -3.578 2.125 -4.158 0.0077 0.0000 -0.0118 0.31
H -4.673 2.879 -3.005 0.0000 0.0007 0.0007 0.36
H -2.421 3.619 -1.913 -0.0135 -0.0066 0.0174 0.52
H -0.703 4.312 -0.648 -0.0133 0.0005 0.0105 0.51
H 0.465 3.166 0.002 0.0192 -0.0243 -0.0158 0.42
H -0.894 3.694 0.996 0.0278 0.0111 0.0475 0.37
```
Forces are in eV/Å.

Values from the calculation:
Energy: -58616.4718 eV
Net charge: 0
Frontier orbital gap (alpha / beta): 5.9891 / 6.9217 eV
Molar mass: 869.49 u
2S+1: 2
Relative energy (zero: lowest compared OMol25 entry of this formula, charge and spin): 0.0000 eV
Expectation value of S²: 0.840